This record from the OMol25 dataset describes 11 unconnected molecules or ions with the total composition C38H72O18S3 at a distorted geometry. The level of theory is ωB97M-V with the def2-TZVPD basis set.

For the strongest force on any atom, the calculation gives 5.2 eV Å⁻¹. The calculation puts the HOMO energy at -9.39 eV. As for the frontier orbital gap: 9.3 eV. The value obtained for the energy above the lowest of the compared OMol25 structures with the same formula, charge and spin is 141.3 kJ/mol. The LUMO energy is -0.0022 Eh. Its SMILES is C[C@H]1COC(=O)O1.C[C@H]1COC(=O)O1.O=S1(=O)CCCC1.O=S1(=O)CCCC1.O=S1(=O)CCCC1.CC(C)=O.CC(C)=O.CC(C)=O.CC(C)=O.CC(C)=O.CC(C)=O.

```
131
Properties=species:S:1:pos:R:3:forces:R:3:lowdin_charge:R:1
C 13.60840 10.19152 5.35666 0.85 0.19 0.88 -0.0156
C 15.00459 9.78970 5.92888 -0.32 -0.04 -1.22 -0.2678
C 15.04717 8.29715 6.21067 1.12 -0.05 0.87 -0.1017
O 16.28416 7.85260 5.66257 0.39 -0.59 -0.50 0.0533
C 16.83479 8.77833 4.85703 -1.51 0.52 0.42 -0.5668
O 17.77104 8.60718 4.15727 0.42 0.18 -0.12 0.1688
O 16.09841 9.92735 4.96143 -0.22 0.10 -0.28 0.0619
H 13.58793 11.22923 5.02376 0.13 -0.23 -0.45 0.0828
H 12.86724 10.17032 6.15562 0.16 -0.12 0.39 0.0827
H 13.23364 9.45927 4.64150 0.37 0.30 -0.40 0.0827
H 15.32587 10.39006 6.78002 -0.37 0.03 0.03 0.1501
H 14.23095 7.74526 5.74451 -0.01 -0.04 0.30 0.1329
H 15.22313 8.11335 7.27055 -1.01 -0.22 0.08 0.1368
C 24.83320 17.15717 13.70383 -2.73 1.49 -0.31 -0.0361
C 25.72248 16.00965 13.49628 0.16 0.44 2.93 -0.4159
C 25.17521 14.71014 12.94297 -1.87 2.00 0.81 -0.0740
O 26.10828 14.36161 11.96781 0.03 -2.71 -0.26 0.1118
C 26.89084 15.37043 11.69840 3.68 1.92 -3.13 -0.5157
O 27.73224 15.47178 10.77650 -3.14 -0.75 3.33 0.1055
O 26.64158 16.35234 12.57859 2.86 1.28 -2.74 0.1031
H 25.23432 18.16530 13.80815 1.10 -0.39 -0.04 0.0961
H 24.22441 17.08843 14.60536 -0.22 -0.50 -0.05 0.0936
H 24.17476 17.28382 12.84446 -0.41 -0.14 -0.07 0.0911
H 26.22567 16.00375 14.46316 0.44 -1.24 0.26 0.1562
H 24.28646 15.04921 12.41076 -0.48 -0.62 -0.05 0.1371
H 24.89590 14.05044 13.76448 0.57 -0.78 -0.67 0.1472
C 17.49887 13.08702 18.28592 -1.42 -1.42 0.67 -0.0406
C 18.35255 14.29614 18.02982 -2.61 -0.22 -1.53 -0.5111
O 18.85968 14.81760 18.95942 1.69 1.20 1.50 0.0955
C 18.32780 14.92442 16.62823 0.68 0.63 1.12 -0.0163
H 17.05973 13.05111 19.28290 0.98 0.52 0.68 0.0777
H 18.00370 12.12475 18.20054 0.23 0.09 -0.37 0.0820
H 16.52020 12.99643 17.81465 0.40 0.28 -1.37 0.0740
H 17.39256 15.42523 16.37799 -0.66 -1.09 -0.11 0.0836
H 18.70756 14.19242 15.91546 -0.25 0.41 -0.36 0.0806
H 18.89964 15.84833 16.71480 0.96 -0.40 -0.25 0.0746
C 25.17827 21.28977 8.70827 -1.31 -0.05 -0.21 -0.0250
C 24.05589 22.23134 9.06209 -1.98 0.56 2.71 -0.4650
O 22.96905 21.96083 9.62744 2.92 0.15 -1.93 0.0219
C 24.45884 23.69116 8.85364 -0.48 -0.76 -0.11 -0.0374
H 24.94104 20.27262 9.02007 0.43 0.13 0.24 0.0878
H 26.05174 21.77842 9.13998 0.27 -0.66 -0.03 0.0880
H 25.25953 21.29171 7.62130 0.28 0.01 -0.08 0.0860
H 24.80814 23.68511 7.82114 -0.30 0.83 -0.24 0.0793
H 25.31797 24.01250 9.44247 0.02 -0.37 0.22 0.0818
H 23.60885 24.31911 9.12065 0.13 0.13 -0.57 0.0823
C 19.23581 15.62142 7.04522 0.43 -1.16 1.39 -0.0096
C 19.22165 15.56092 8.63094 -1.60 1.66 -0.97 -0.4675
O 19.03733 14.53526 9.22057 0.50 -0.97 -0.12 0.0637
C 19.10334 16.86797 9.39645 -0.18 0.10 0.08 -0.0318
H 20.22535 15.90271 6.68496 -0.01 0.03 -0.03 0.0700
H 18.47841 16.21833 6.53714 0.00 0.34 0.58 0.0733
H 19.03393 14.57697 6.80760 0.22 0.02 -0.40 0.0669
H 19.98861 17.50030 9.32892 -0.07 0.05 -0.07 0.0789
H 18.81137 16.69672 10.43256 0.54 -0.32 0.07 0.0759
H 18.23250 17.40196 9.01622 0.18 0.23 -0.52 0.0810
C 15.18549 17.39025 -0.53768 -1.23 -1.16 -0.01 -0.0139
C 14.33111 16.62343 0.49997 -2.57 0.28 -0.21 -0.4984
O 13.21746 16.12658 0.33232 1.52 0.88 -0.96 0.0479
C 14.95467 16.44821 1.81103 0.51 -0.44 1.09 -0.0449
H 15.42553 18.40228 -0.21169 0.18 -0.22 0.13 0.0823
H 14.65762 17.41540 -1.49100 -0.05 0.12 0.09 0.0772
H 16.05731 16.75067 -0.67542 0.38 0.42 0.01 0.0784
H 14.34957 15.95670 2.57285 -0.44 -0.04 -0.48 0.0871
H 15.28833 17.37450 2.27877 0.74 -0.10 -0.38 0.0907
H 15.70935 15.71902 1.51635 0.95 0.26 0.75 0.0941
C 20.26035 10.01297 12.99760 -1.13 0.29 1.47 -0.0363
C 19.98878 8.79331 12.17032 2.44 -1.33 0.32 -0.4973
O 19.64623 7.71491 12.63374 -0.26 1.44 -0.43 0.0658
C 20.42330 8.95564 10.73978 -1.73 -0.78 -1.10 -0.0337
H 19.96971 9.79059 14.02433 0.09 -0.05 0.11 0.0785
H 19.62469 10.84975 12.70804 0.07 0.08 -0.34 0.0832
H 21.28859 10.37334 13.02829 0.07 -0.32 -0.49 0.0878
H 19.69374 9.68184 10.38132 0.36 0.57 -0.47 0.0840
H 20.15578 8.06109 10.17735 0.14 -0.25 0.15 0.0789
H 21.43712 9.21559 10.43534 -0.04 0.37 0.77 0.0891
C 16.98625 21.65739 12.58268 -1.63 0.14 -1.12 -0.0444
C 17.47041 20.75270 13.61249 -1.55 -1.06 1.07 -0.5391
O 16.70987 20.00631 14.22930 1.57 0.65 -0.58 0.0582
C 18.90241 21.00851 13.88814 0.18 -0.75 0.89 -0.0283
H 17.53978 21.51758 11.65416 0.32 0.66 0.11 0.0945
H 17.04486 22.63221 13.06679 0.20 0.39 -0.71 0.0985
H 15.94299 21.45521 12.34010 -0.04 0.04 0.15 0.0894
H 18.98929 22.06133 14.15668 0.17 -0.03 0.15 0.0909
H 19.48197 20.86443 12.97630 0.18 -0.19 0.18 0.0919
H 19.16833 20.35747 14.72092 0.61 0.15 -0.15 0.0886
C 11.24145 14.03572 13.49850 2.42 -1.52 -2.36 -0.1606
C 12.00953 12.63280 13.21895 0.07 0.25 1.04 -0.2211
C 13.11990 12.81999 12.17138 -0.81 1.53 -0.22 -0.1991
S 12.52603 14.17523 10.95997 1.00 -0.85 0.93 0.7166
O 12.08760 13.60090 9.69719 -0.24 0.50 1.05 -0.3524
O 13.58876 15.18057 10.92750 -1.33 -0.66 0.16 -0.3569
C 11.10253 14.73152 12.07458 0.11 -0.84 1.26 -0.1931
H 12.02086 14.57886 14.03295 -0.55 0.34 0.41 0.1002
H 10.31283 13.90294 14.05359 0.17 0.20 -0.20 0.1059
H 11.38673 11.74026 13.15908 -0.40 0.31 -0.98 0.1002
H 12.55428 12.36751 14.12503 0.04 0.30 0.35 0.0941
H 13.56271 11.94122 11.70256 -0.56 0.07 -0.29 0.0988
H 13.94106 13.36416 12.63794 0.04 0.01 0.05 0.0850
H 10.16160 14.38543 11.64684 0.18 0.37 -0.42 0.0911
H 11.16744 15.80202 12.26933 -0.10 -0.01 -0.76 0.0910
C 21.70675 21.61090 3.74816 -1.30 -0.62 0.00 -0.2171
C 21.56797 20.99022 2.31135 -0.04 -0.29 -0.19 -0.2026
C 20.13652 20.40242 1.94331 1.03 1.62 2.04 -0.1739
S 19.03892 21.45541 3.06679 -1.51 -1.40 1.19 0.7624
O 18.41972 20.49690 4.04986 1.07 2.00 -2.09 -0.3980
O 18.16844 22.37933 2.29897 1.80 -1.44 1.29 -0.3678
C 20.39867 22.32011 4.08221 -0.89 -0.09 -1.08 -0.2017
H 22.55630 22.27247 3.91750 0.01 0.06 -0.63 0.1104
H 21.85774 20.80886 4.47067 -0.12 -0.20 -0.08 0.1087
H 22.27803 20.16324 2.31438 0.11 0.14 -0.59 0.1016
H 21.80325 21.71854 1.53527 0.33 0.00 0.15 0.1055
H 20.09834 19.37640 2.30931 -0.53 0.16 -0.12 0.0895
H 19.85356 20.52600 0.89797 0.04 0.04 0.26 0.0928
H 20.03740 22.21650 5.10536 0.09 0.02 -0.13 0.0945
H 20.40011 23.36425 3.76934 -0.10 -0.03 0.00 0.0950
C 23.68273 11.91080 4.08392 0.99 0.07 0.34 -0.2149
C 24.92974 11.24149 4.73663 1.03 0.05 0.42 -0.2212
C 25.72139 12.21467 5.69157 -1.07 0.16 -0.69 -0.1679
S 25.27519 13.96620 4.99132 1.41 -1.59 -0.42 0.7359
O 26.43706 14.68608 4.40838 -2.28 -1.30 1.07 -0.3649
O 24.46604 14.53042 6.04387 -0.04 0.61 -0.43 -0.3545
C 24.15697 13.28625 3.62925 1.11 0.27 0.01 -0.2161
H 22.85167 11.92122 4.78914 0.03 0.15 -0.06 0.1150
H 23.42574 11.30006 3.21845 -0.29 0.14 0.03 0.1124
H 25.68945 10.89114 4.03793 -0.32 0.35 -0.78 0.1035
H 24.63803 10.28946 5.18009 -0.12 0.27 0.65 0.1054
H 26.79620 12.06020 5.78650 0.01 0.11 -0.83 0.0874
H 25.39038 12.10439 6.72423 -0.54 0.72 -0.10 0.0848
H 24.80149 13.10643 2.76881 0.44 0.14 0.13 0.0955
H 23.48682 14.06820 3.27211 -0.39 -0.13 0.66 0.0991
```
Positions in Å, forces in eV/Å.